No. 1
# C6H8O4

A structure of composition C6H8O4 (the ωB97M-V functional and the def2-TZVPD basis, the OMol25 dataset).

As for the net charge: 0. The highest occupied orbital energy is -0.37681 hartree. The energy above the lowest of the compared OMol25 structures with the same formula, charge and spin comes out at 70.4 kcal/mol. The calculation puts the molar mass at 144.13 g mol⁻¹. The calculation puts the total energy at -14538.9345 eV. The frontier orbital gap comes out at 0.396 hartree. Its maximum force is 1.152 eV/Å. The spin multiplicity is 1. For the lowest unoccupied orbital energy, the calculation gives 0.5 eV.

XYZ file:
```
18
Properties=species:S:1:pos:R:3:forces:R:3:mulliken_charge:R:1
O -4.242 2.952 -3.201 -0.1 0.0 -0.1 -0.446
O -1.360 4.165 -1.916 0.1 0.4 0.6 -0.702
O 0.299 6.182 -2.290 -0.2 -0.1 0.2 -0.484
O 2.323 6.165 -3.218 -0.9 -0.6 0.0 -0.484
C -3.832 4.249 -2.686 -0.1 0.2 -0.1 0.123
C -3.751 2.870 -0.937 -0.1 0.3 0.1 -0.673
C -3.219 2.433 -2.307 0.1 -0.2 0.0 0.137
C -4.176 4.115 -1.199 0.1 -0.2 0.2 -0.737
C 1.197 5.731 -3.167 0.7 0.9 -0.4 0.281
C -2.378 3.680 -2.725 -0.4 -0.3 -0.1 -0.326
H -3.765 2.292 -0.015 0.0 0.2 -0.3 0.376
H 0.790 5.018 -3.911 0.1 -0.1 0.3 0.214
H -1.987 3.601 -3.745 -0.1 0.0 0.3 0.444
H -4.173 5.111 -3.266 0.1 -0.2 0.2 0.510
H -2.919 1.397 -2.489 -0.1 0.3 0.1 0.512
H -4.643 4.858 -0.556 0.1 -0.3 -0.2 0.378
H -0.501 5.601 -2.256 0.6 0.1 -0.3 0.530
H -1.686 4.356 -1.011 -0.1 -0.4 -0.6 0.349
```
Forces are in eV/Å.


No. 2
# C5H8Ag3BBr4F4O3

A structure of composition C5H8Ag3BBr4F4O3 (the ωB97M-V functional and the def2-TZVPD basis, the OMol25 dataset).

As for the net charge: 0. The highest occupied orbital energy is -0.21334 hartree. The energy above the lowest of the compared OMol25 structures with the same formula, charge and spin comes out at 269.5 kcal/mol. The calculation puts the molar mass at 846.14 g mol⁻¹. The calculation puts the total energy at -315164.4312 eV. The frontier orbital gap comes out at 0.077 hartree. Its maximum force is 4.700 eV/Å. The spin multiplicity is 1. For the lowest unoccupied orbital energy, the calculation gives -3.7 eV.

XYZ file:
```
28
Properties=species:S:1:pos:R:3:forces:R:3:mulliken_charge:R:1
Ag 0.429 6.619 -3.604 0.0 -0.2 0.2 0.546
Ag 3.342 0.615 -3.297 0.0 0.2 0.2 0.578
Ag 3.336 3.862 2.408 0.0 0.0 -0.3 0.654
Br -3.730 -4.835 -4.700 -0.1 -0.5 -0.5 -0.165
Br 0.513 -4.782 -3.081 -1.0 -0.1 0.3 -0.200
Br -0.281 1.196 6.293 -0.3 0.0 -0.2 -0.171
Br -1.112 -2.319 6.374 -0.4 1.0 -0.9 -0.135
F -2.194 1.686 -0.195 0.7 1.1 0.2 -0.415
F -1.050 3.835 -0.068 -0.9 -0.2 -0.2 -0.435
F -0.935 2.456 -1.941 -0.5 0.6 -1.1 -0.430
F 0.111 1.956 -0.109 1.5 -1.2 1.4 -0.399
O 5.494 5.425 -1.430 -3.3 2.3 0.5 -0.519
O 6.249 3.451 -1.174 -0.6 -3.0 0.8 -0.557
O 7.483 5.045 -1.836 4.3 1.4 -1.2 -0.466
C -2.077 0.445 5.756 2.7 -0.2 -0.3 -0.616
C -1.823 -0.923 5.110 -1.4 -0.2 1.0 -0.559
C -1.832 -5.267 -4.594 0.2 0.5 0.7 -0.485
C 6.423 4.632 -1.458 -0.9 -1.0 0.0 0.772
C -1.489 -4.866 -3.184 0.2 0.8 0.4 -0.746
B -1.063 2.494 -0.549 -0.5 -0.1 -0.4 0.672
H -1.566 -6.306 -4.790 -0.5 0.1 -0.2 0.374
H -1.950 -5.418 -2.365 0.6 -0.8 -0.3 0.426
H -1.924 -3.887 -2.982 0.8 0.4 -0.3 0.421
H -2.543 0.532 6.738 -0.6 -0.5 -0.7 0.377
H -1.290 -0.914 4.159 0.6 0.2 0.5 0.412
H -2.822 -1.261 4.836 0.0 -0.4 0.2 0.336
H -1.316 -4.578 -5.262 -0.2 -0.3 -0.2 0.374
H -2.382 1.107 4.945 -0.5 0.1 0.5 0.356
```
Forces are in eV/Å.